Density functional theory data (the ωB97M-V functional and the def2-TZVPD basis) for a 3-piece molecular cluster, C2H5IN2OS overall at a distorted geometry.

Atoms and positions in Å:
1 I -1.5958 1.8440 -0.2946
2 S -4.2437 -1.7651 -0.1331
3 O -3.5344 -2.6475 -1.0476
4 N 2.5234 1.2731 -0.0372
5 N -3.4593 -0.7164 0.5831
6 C -1.5815 -0.2142 0.0619
7 C 3.6280 0.7637 0.3724
8 H 4.6682 0.7539 0.0855
9 H -1.0889 -0.6324 0.9298
10 H 3.4532 0.4160 1.3566
11 H 2.5924 1.6222 -0.9813
12 H -1.3617 -0.6973 -0.8954

Its charge is 0. Its largest force on an atom is 3.27 eV/Å. The frontier orbital gap comes out at 9.2 eV. The total energy comes out at -959.6875 Eh. Its LUMO energy is -0.5 eV. Its HOMO energy is -0.357 Ha.